Entry 1:
{"formula": "C32H30F3FeN9O4SSe3Te2", "method": "ωB97M-V/def2-TZVPD", "charge": -2, "spin_multiplicity": 5, "e_above_lowest_kcal_mol": 0.00, "homo_lumo_gap_ev": [4.6, 4.7], "homo_ev": [-1.14, -1.31], "lumo_energy_ev": [3.4, 3.4], "elements": ["H", "O", "H", "N", "H", "Se", "H", "H", "H", "Te", "H", "H", "C", "C", "C", "H", "F", "H", "C", "Se", "C", "C", "H", "Se", "H", "C", "O", "C", "H", "C", "N", "H", "N", "C", "C", "S", "C", "H", "C", "C", "H", "H", "C", "C", "C", "N", "N", "H", "N", "C", "F", "H", "C", "H", "C", "C", "C", "N", "C", "H", "Fe", "O", "H", "C", "H", "N", "N", "H", "H", "C", "H", "H", "C", "H", "C", "C", "F", "C", "H", "Te", "O", "C", "C", "C", "H"], "positions_angstrom": [[3.245, -2.882, -4.256], [-4.495, 1.657, 0.893], [7.361, -4.836, 0.550], [-1.457, -2.019, 0.538], [1.357, 3.902, 4.116], [1.580, -2.497, -1.999], [1.475, -4.204, 0.438], [-5.574, 5.493, 1.298], [3.280, 1.666, 3.071], [3.804, 3.532, 0.111], [2.129, -2.692, 1.007], [-1.630, 6.983, 0.489], [3.305, 0.343, 1.493], [-4.082, 4.035, 0.813], [-2.327, 6.157, 0.561], [-2.639, -2.958, -0.825], [-2.074, -0.796, -4.336], [-7.196, -1.044, 2.211], [-4.779, -3.300, 1.413], [3.539, 0.921, -2.982], [-2.761, 3.807, 0.456], [3.897, 0.841, 2.723], [0.629, -0.596, 2.360], [2.321, 2.583, -1.665], [-6.718, -3.477, 2.316], [-2.540, -2.931, 0.262], [-0.455, 1.706, -4.561], [7.042, -5.118, -0.455], [-0.271, 3.947, -0.785], [-4.119, -1.083, 0.809], [-6.556, 1.562, 1.614], [0.132, 5.524, -0.087], [0.210, 3.938, 1.223], [-0.937, -1.123, -0.298], [2.392, -3.730, 0.793], [-0.983, 1.380, -3.269], [-3.662, 6.393, 0.879], [4.896, 1.209, 2.499], [-4.541, 5.336, 1.018], [5.547, -3.898, -2.079], [6.359, -3.921, -2.801], [3.932, 0.046, 3.469], [-5.313, -0.578, 1.298], [-4.980, 2.908, 1.044], [-5.523, 0.867, 1.275], [-0.027, -0.395, 0.326], [0.892, 2.419, 2.633], [7.835, -4.839, -1.150], [-0.871, -1.925, 1.752], [5.742, -4.451, -0.824], [-3.048, -0.121, -2.527], [-1.243, -1.016, -1.320], [-6.266, -1.444, 1.831], [2.712, -4.215, 1.718], [-3.841, -2.442, 0.861], [-5.991, -2.800, 1.887], [-2.429, 0.300, -3.658], [2.846, -0.050, 0.521], [-0.015, -0.949, 1.571], [-2.271, -3.932, 0.598], [1.776, 0.016, -1.392], [-1.588, 2.444, -2.505], [0.216, 1.886, 0.665], [3.293, -3.246, -1.528], [-3.389, -0.400, 0.394], [-6.205, 2.895, 1.463], [0.571, 4.631, 2.321], [6.951, -6.209, -0.475], [4.385, -1.628, -3.798], [4.233, -2.709, -3.830], [-4.569, -4.361, 1.476], [4.997, -3.127, -4.488], [3.476, -3.794, -0.247], [-2.410, 2.797, 0.284], [-1.869, 4.866, 0.350], [-0.404, 4.594, 0.083], [-3.343, 0.956, -4.384], [4.691, -4.387, 0.082], [4.820, -4.800, 1.079], [5.969, 1.486, -3.103], [-0.169, 0.476, -2.452], [0.407, 2.630, 1.421], [4.345, -3.296, -2.452], [0.977, 3.678, 3.132], [-4.007, 7.406, 1.041]], "mulliken_charge": [0.323, -0.087, 0.349, 1.500, 0.467, -0.314, 0.296, 0.500, 0.166, -0.662, -0.023, 0.425, 0.233, -0.024, -0.795, 0.233, -0.249, 0.511, -0.932, -0.221, 0.360, -1.185, 0.601, -0.352, 0.370, -1.145, -0.678, -1.492, -0.130, 0.342, -0.593, 0.488, 1.425, -1.525, -1.117, 1.418, -0.637, 0.355, -0.979, -1.047, 0.272, 0.383, -0.093, 0.562, 0.685, 1.151, -0.473, 0.347, -1.128, 0.739, -0.153, 0.679, -0.998, 0.346, 0.710, -0.627, 0.440, 0.246, -1.097, 0.474, 1.034, -0.718, 0.805, 0.360, 0.560, -0.550, -1.075, 0.284, 0.048, -1.548, 0.440, 0.434, 1.041, 0.547, 0.255, -0.588, -0.248, -1.103, 0.259, -0.549, -0.565, -0.571, 0.834, -0.403, 0.379]}

***

Entry 2:
{"formula": "C32H30F5LiN8OS3", "method": "ωB97M-V/def2-TZVPD", "e_above_lowest_kcal_mol": 4.46, "homo_lumo_gap_ev": 6.5, "homo_ev": -6.42, "lumo_energy_ev": 0.1, "elements": ["H", "H", "C", "F", "C", "H", "N", "H", "C", "C", "H", "N", "Li", "H", "H", "H", "C", "H", "F", "C", "H", "N", "C", "C", "C", "C", "N", "H", "C", "C", "S", "H", "N", "H", "F", "C", "C", "H", "H", "H", "C", "C", "C", "C", "C", "H", "C", "C", "C", "H", "C", "H", "C", "C", "C", "C", "S", "F", "H", "H", "H", "F", "C", "H", "N", "N", "S", "H", "C", "H", "H", "O", "H", "C", "H", "N", "C", "H", "C", "H"], "positions_angstrom": [[-0.621, 1.169, -1.311], [-5.365, 4.670, -0.259], [0.387, -3.899, -3.856], [6.168, -0.455, 2.822], [2.528, -0.204, 4.638], [0.278, -8.396, 1.693], [1.542, -0.349, -5.991], [-4.032, 1.582, 3.374], [0.702, -3.191, -1.594], [-1.823, 5.442, -1.594], [-2.204, -1.985, -2.794], [1.231, 0.156, -1.385], [1.492, -0.220, 0.564], [-2.384, 7.506, -1.462], [-0.786, -4.314, 0.881], [0.723, -4.453, -4.726], [-3.963, 6.204, -0.809], [-4.248, 2.406, 1.831], [1.479, 0.109, 2.577], [1.820, -7.181, 0.834], [2.108, -4.410, -2.667], [0.965, -2.207, 0.838], [2.635, -0.092, 3.267], [1.459, -0.068, -2.505], [0.539, -7.416, 1.312], [-3.494, 3.848, -0.899], [-1.538, 2.757, 1.187], [-0.705, 3.246, 3.020], [-1.260, -2.518, -2.768], [3.660, -0.403, 5.396], [3.935, -0.024, 0.839], [2.232, -1.076, -5.996], [-1.215, 1.907, -0.950], [-2.962, 4.388, 2.735], [3.583, -0.514, 6.725], [1.208, -4.911, 0.377], [1.670, 2.314, 0.672], [-1.424, -3.224, -4.790], [3.080, 3.919, 0.411], [-3.807, 2.820, -0.761], [-1.593, 2.733, 2.646], [2.161, -5.917, 0.367], [1.161, -3.881, -2.706], [-1.268, 3.027, -1.732], [3.837, -0.171, 2.560], [-0.835, 5.637, -1.992], [1.157, 0.126, -4.788], [-0.405, -6.392, 1.323], [-2.212, 4.127, -1.369], [-1.402, -6.581, 1.703], [4.881, -0.481, 4.751], [-1.540, 1.695, 2.960], [-0.071, -5.130, 0.860], [-1.554, 1.680, 0.396], [-0.501, -2.511, -1.605], [4.959, -0.369, 3.378], [1.712, -3.238, -0.116], [5.988, -0.664, 5.477], [3.162, -5.710, 0.002], [1.137, -0.033, -6.851], [-5.002, 3.061, 3.294], [1.332, -0.112, 5.234], [-4.367, 4.888, -0.622], [1.446, -2.236, 1.742], [1.733, -0.396, -3.736], [0.217, 1.077, -4.750], [-1.876, 0.133, 0.896], [-0.824, -1.978, -0.718], [-2.694, 6.481, -1.300], [-2.737, 3.531, 4.258], [-4.641, 7.016, -0.574], [-0.597, 3.097, -2.752], [2.559, -7.973, 0.839], [-4.111, 2.564, 2.904], [-0.111, 1.455, -3.867], [2.359, 3.244, 0.540], [-0.821, -3.212, -3.890], [-1.220, 3.619, 0.774], [-2.859, 3.393, 3.181], [-0.154, 1.467, -5.595]], "mulliken_charge": [-0.442, 0.428, -0.659, -0.343, -0.220, 0.376, -0.417, 0.300, 0.567, -0.275, 0.451, -0.456, 0.537, 0.407, 0.417, 0.425, -0.393, 0.134, -0.046, -0.573, 0.412, -0.524, -0.273, 0.476, -0.406, 0.249, 0.258, 0.389, -0.556, 0.599, -0.390, 0.242, 0.461, 0.287, -0.317, 0.227, 0.131, 0.423, 0.221, 0.505, -1.054, -0.278, -0.506, 0.395, 0.633, 0.440, 0.691, -0.653, -0.078, 0.384, 0.225, 0.415, -0.268, 0.085, -0.205, 0.174, 0.253, -0.305, 0.430, 0.169, 0.381, -0.307, -0.755, 0.064, -0.680, -0.236, -0.353, 0.322, -0.679, 0.363, 0.402, -0.740, 0.378, -0.993, 0.073, -0.289, -0.562, 0.276, -0.447, 0.197]}

***

Number 1: energy -319277.5840 eV. Number 2: energy -93937.7162 eV.